Record 1
C7H9N3OS | the ωB97M-V functional and the def2-TZVPD basis

Calculated values
* energy relative to the best compared isomer or geometry (same formula, charge and spin): 131.7 kcal/mol
* E: -909.597859 Ha
* LUMO level (spin up / spin down): -0.0524 / -0.0585 hartree
* Kohn-Sham gap (spin up / spin down): 7.23 / 6.28 eV

Element x y z (Å)
C: -2.6455 0.8901 0.5819
C: -1.3807 0.7280 -0.0738
C: -1.3337 -0.7151 -0.3249
C: -0.2774 1.6293 0.0141
C: 3.1748 -0.2381 0.6127
C: -2.6135 -1.2976 0.3332
C: -0.4323 -1.3836 -1.0646
N: -3.3662 -0.1790 0.7734
N: -0.4333 2.7775 0.6159
N: 0.9465 1.1479 -0.3355
O: 0.8743 -0.3220 1.8301
S: 1.4779 -0.3149 0.4899
H: -2.7561 1.7900 1.1337
H: 3.8156 -0.5660 1.3618
H: 3.5354 -0.2953 -0.3293
H: -3.2734 -2.0105 -0.1625
H: -2.4648 -1.8489 1.4128
H: -0.3374 -2.4933 -1.1311
H: 0.0402 -0.8812 -1.8341
H: 0.4788 3.3217 0.7662
H: 1.6489 1.8341 -0.4805

Record 2
C28H31ClNO3PtS2Si | the ωB97M-V functional and the def2-TZVPD basis

Calculated values
* energy relative to the best compared isomer or geometry (same formula, charge and spin): 49.3 kcal/mol
* E: -3031.156702 Ha
* LUMO level: -0.2196 hartree
* total charge: +1
* Kohn-Sham gap: 5.30 eV

Element x y z (Å)
Pt: 0.5296 1.0059 0.6973
C: -1.1919 1.8445 0.0197
Si: -0.4021 2.9170 -1.3060
C: 0.3529 1.5317 -2.3007
N: 0.9944 0.5466 -1.3467
C: 0.5482 -0.8579 -1.6577
C: 1.0945 -1.3443 -2.9908
C: 2.6218 -1.2861 -2.9787
C: 3.0938 0.1230 -2.6351
C: 2.4795 0.6239 -1.3300
C: 0.9286 4.0100 -0.6037
C: 0.8701 4.5211 0.6960
C: 1.8303 5.4074 1.1672
C: 2.8708 5.7986 0.3375
C: 2.9451 5.3109 -0.9626
C: 1.9800 4.4300 -1.4287
C: -1.5558 3.9403 -2.3204
C: -2.5508 3.3274 -3.0931
C: -3.4800 4.0838 -3.7890
C: -3.4335 5.4702 -3.7163
C: -2.4586 6.0969 -2.9546
C: -1.5278 5.3369 -2.2590
H: -1.8107 1.0370 -0.3758
H: -1.7010 2.3507 0.8389
H: 1.0631 1.9012 -3.0426
H: -0.4233 0.9999 -2.8541
H: -0.5410 -0.8699 -1.6280
H: 0.9133 -1.4954 -0.8598
H: 0.7067 -0.7298 -3.8086
H: 0.7459 -2.3638 -3.1607
H: 3.0171 -1.5829 -3.9501
H: 3.0115 -1.9959 -2.2418
H: 2.8296 0.7998 -3.4519
H: 4.1792 0.1579 -2.5303
H: 2.7574 1.6573 -1.1266
H: 2.8173 0.0026 -0.4944
H: 0.0461 4.2515 1.3492
H: 1.7618 5.7962 2.1754
H: 3.6160 6.4976 0.6968
H: 3.7470 5.6300 -1.6165
H: 2.0403 4.0859 -2.4575
H: -2.6065 2.2442 -3.1575
H: -4.2420 3.5963 -4.3831
H: -4.1620 6.0625 -4.2548
H: -2.4251 7.1773 -2.8991
H: -0.7708 5.8387 -1.6662
C: 4.4427 2.7471 1.3697
O: 3.1040 2.2302 1.5429
C: 2.5230 2.4168 2.7115
S: 3.0638 3.2222 4.0031
S: 0.9219 1.6872 2.8561
H: 4.6913 2.5444 0.3325
H: 5.1195 2.2281 2.0453
H: 4.4591 3.8146 1.5703
Cl: 0.7720 -6.8333 4.4338
C: 0.9742 -5.2492 3.7686
C: 0.2458 -4.8900 2.6441
C: 0.3919 -3.6156 2.1285
C: 1.2579 -2.7079 2.7347
C: 1.9965 -3.0916 3.8511
C: 1.8568 -4.3656 4.3722
C: 1.3466 -1.3109 2.2487
O: 2.1242 -0.5016 2.7824
O: 0.5860 -1.0013 1.2415
H: -0.4288 -5.6020 2.1901
H: -0.1713 -3.3173 1.2553
H: 2.6737 -2.3834 4.3084
H: 2.4191 -4.6762 5.2415

Record 3
C21H35FOsP2 | the ωB97M-V functional and the def2-TZVPD basis

Calculated values
* <S²>: 6.017
* energy relative to the best compared isomer or geometry (same formula, charge and spin): 25.7 kcal/mol
* E: -1693.616443 Ha
* spin multiplicity: 5
* LUMO level (spin up / spin down): -0.1951 / -0.3395 hartree
* total charge: +2
* Kohn-Sham gap (spin up / spin down): 6.12 / 4.90 eV

Element x y z (Å)
P: -0.0582 -3.0586 1.2005
P: -0.0042 3.1617 1.3753
C: 0.4726 0.5270 -0.1070
C: 0.8112 2.0610 0.0881
H: 1.1872 -0.0533 0.5880
H: -0.6127 0.3092 0.2023
H: 1.9145 2.0888 0.2592
H: 0.6158 2.5802 -0.8733
C: -1.7018 3.6852 0.9507
H: -2.2171 4.3109 1.7039
H: -2.3087 2.7767 0.7991
H: -1.7117 4.2740 0.0107
C: 0.9302 4.7008 1.5814
H: 0.8023 5.3129 0.6745
H: 1.9948 4.3923 1.7117
H: 0.5707 5.2423 2.4783
C: -1.1669 -4.4122 0.7736
H: -0.9559 -5.1842 1.5201
H: -0.9342 -4.7835 -0.2435
H: -2.2084 -4.0576 0.8507
C: 1.5545 -3.8900 1.1083
H: 2.2518 -3.4230 1.8004
H: 1.9183 -3.8194 0.0738
H: 1.3851 -4.9321 1.3604
Os: 0.7401 -0.3922 -2.1400
C: 0.7086 0.7995 -3.6248
C: -0.6359 0.6814 -2.9425
C: -1.7935 -0.0554 -3.5906
C: -1.5519 -1.5845 -3.6325
C: -0.2518 -1.9411 -2.9192
C: 1.0545 -1.7859 -3.5488
C: 1.2054 -1.2670 -4.9849
C: 0.9291 0.2400 -5.0230
C: -0.2729 -2.7131 2.9476
H: 1.1770 1.7726 -3.5160
H: -0.9422 1.5468 -2.3477
H: -2.0332 0.3744 -4.5813
H: -2.6894 0.0603 -2.9573
H: -2.3432 -2.1152 -3.0684
H: -1.5843 -1.9848 -4.6650
H: -0.3426 -2.8776 -2.3323
H: 1.6766 -2.6587 -3.3472
H: 0.5823 -1.8469 -5.6843
H: 2.2456 -1.4521 -5.3070
H: 1.8389 0.6793 -5.4548
H: 0.1041 0.5198 -5.6752
H: 0.6897 -2.4004 3.3493
H: -0.6098 -3.6394 3.4059
H: -1.0259 -1.9163 3.0270
F: 0.0754 0.4496 6.6828
C: 0.0607 1.0191 5.4315
C: 1.2744 1.4233 4.8952
C: 1.2376 2.0490 3.6538
C: 0.0235 2.2474 2.9579
C: -1.1498 1.7196 3.5079
C: -1.1505 1.0885 4.7550
H: 2.2102 1.2469 5.4237
H: 2.1715 2.4358 3.2423
H: -2.1029 1.8040 2.9775
H: -2.0547 0.6643 5.1981